1.
The following is a DFT calculation (ωB97M-V with the def2-TZVPD basis set) of a molecular structure, C24H72F6KN3O44P8S6.

The charge is -2. The frontier orbital gap is 5.448 eV. Its calculated total energy is -10752.0559 hartree. Its multiplicity is 1. As for the HOMO energy: -3.430 eV.

```
164
Properties=species:S:1:pos:R:3:forces:R:3
K -0.07696 2.04660 1.77274 -0.171 0.031 0.323
N 0.00937 -7.21450 -0.15792 2.580 3.535 -0.173
S -1.34838 -7.56083 0.44594 -4.454 -1.108 1.629
O -2.54130 -7.08127 -0.23232 1.430 -1.032 0.583
O -1.33537 -7.45673 1.89730 -0.213 -0.684 -1.325
F -1.33300 -9.15073 0.04431 0.212 0.706 0.477
S 0.15323 -5.56878 0.23993 0.402 2.083 -1.277
O 0.89147 -5.09355 1.40250 -0.899 -1.720 -1.266
O -1.05332 -4.82667 -0.10743 2.017 -1.198 0.445
F 1.24185 -5.16800 -0.95619 -0.884 -0.781 0.732
N -3.67108 -4.35724 4.33564 -2.008 3.561 -0.696
S -4.74001 -5.32791 3.75124 -0.831 -5.947 -1.523
O -4.69953 -5.56186 2.32035 -0.430 0.599 1.729
O -6.01284 -5.28907 4.44513 0.228 0.362 -0.765
F -4.17143 -6.75964 4.30700 0.237 1.081 0.037
S -4.66662 -2.97247 3.91007 2.411 3.436 0.972
O -5.63938 -2.49310 4.87664 0.261 -1.318 -1.062
O -4.87871 -2.77550 2.48516 -0.128 -0.424 2.006
F -3.52947 -1.81785 4.28023 -0.014 -1.118 -0.534
N -0.68914 -0.27791 0.98466 9.701 1.629 -0.127
S -1.86376 -1.06119 0.79467 -13.874 -5.171 -1.742
O -1.92846 -2.43427 1.26437 1.235 1.976 -1.068
O -2.67194 -0.75085 -0.43638 2.282 -0.257 2.723
F -2.76404 -0.32004 1.98418 0.302 0.300 -0.804
S 0.52110 -1.49978 0.84675 2.147 -1.628 3.512
O 0.63063 -2.18925 -0.39792 -1.027 0.408 0.783
O 0.81325 -2.10193 2.17064 -1.066 1.605 -3.578
F 1.77879 -0.52395 0.68686 0.197 1.455 0.153
C -6.35835 -2.36130 -0.47399 0.060 0.453 0.843
O -7.20196 -1.91390 -1.57684 -1.253 -1.795 -1.789
P -8.00025 -2.89134 -2.62706 2.143 -2.564 1.631
O -8.13669 -4.36029 -2.25226 -0.103 3.450 -0.647
O -9.33697 -2.11097 -2.94707 0.400 -0.193 0.067
C -10.34426 -1.72133 -2.00369 -0.164 1.178 -1.426
O -7.12280 -2.69021 -3.97263 -0.194 0.869 0.407
C -7.57188 -3.05057 -5.26266 -1.290 -1.092 -0.232
H -6.36203 -3.39755 -0.13597 -0.633 -0.243 -0.755
H -6.77038 -1.77506 0.34738 0.566 -0.027 0.193
H -5.31297 -2.12822 -0.67634 -0.148 0.301 -0.094
H -11.22279 -1.68405 -2.64781 -0.511 -0.751 0.549
H -10.20552 -0.65010 -1.85766 0.414 -0.057 0.838
H -10.43467 -2.29672 -1.08235 0.168 -0.101 -0.327
H -8.65004 -3.20888 -5.23815 -0.184 -0.004 -0.027
H -7.15925 -4.00503 -5.58952 0.344 0.001 0.271
H -7.41635 -2.34090 -6.07523 0.543 0.562 0.594
C 6.76429 -3.48746 -0.10809 -0.569 -0.864 -0.197
O 6.03317 -4.53140 0.51221 -1.194 -0.674 1.072
P 4.47418 -4.95961 0.31752 -1.149 -0.683 1.614
O 4.09813 -6.10991 1.17611 1.029 1.486 -0.681
O 3.60456 -3.59280 0.66143 1.582 -1.028 -2.284
C 3.87723 -2.84538 1.83889 -0.087 -0.636 0.485
O 4.29920 -5.33846 -1.23187 -0.303 0.645 0.314
C 5.40143 -5.89571 -1.96757 0.601 1.590 0.073
H 7.72181 -3.47139 0.41248 0.082 0.103 -0.299
H 6.26288 -2.52491 -0.00729 -0.028 0.009 -0.305
H 6.82428 -3.87226 -1.12614 0.654 1.129 -0.327
H 4.92903 -2.86521 2.12419 0.141 -0.480 0.130
H 3.21952 -3.31800 2.56837 0.250 0.448 0.509
H 3.65962 -1.78249 1.73390 -0.522 -0.159 -0.472
H 5.78790 -5.04886 -2.53466 0.317 -0.016 -0.219
H 5.15669 -6.62869 -2.73629 -0.659 -0.286 0.722
H 6.18038 -6.19892 -1.26800 -0.054 -0.537 -0.244
C -1.23905 3.42272 -3.30855 -1.442 0.229 -1.031
O 0.10265 3.51500 -3.75643 1.426 -1.158 -0.357
P 0.94681 2.13719 -3.92609 0.152 0.768 0.330
O 0.10207 0.90170 -3.86255 1.853 1.917 -0.303
O 1.87532 2.42882 -5.30071 -2.052 0.339 0.812
C 1.21465 2.63562 -6.65238 -0.095 -0.936 0.700
O 2.05561 2.39417 -2.67934 0.118 -0.344 -3.342
C 1.57506 2.39786 -1.37038 -0.770 -1.797 0.487
H -1.44843 4.13144 -2.50732 0.251 -0.458 0.204
H -1.54901 2.39034 -3.14665 0.184 0.159 0.659
H -1.83837 3.73833 -4.16254 -0.313 0.197 0.035
H 0.13853 2.47254 -6.71132 -0.040 -0.816 0.860
H 1.71884 1.90982 -7.29043 -0.101 0.192 0.028
H 1.21190 3.62059 -7.11919 1.229 0.457 0.856
H 1.48625 1.35871 -1.05353 -0.621 -0.359 -0.045
H 0.58379 2.85118 -1.36925 0.129 0.421 0.684
H 2.30822 2.71435 -0.62849 0.076 1.186 -0.559
C 8.92967 3.46544 -1.27289 -0.031 -0.326 1.052
O 7.52702 3.32107 -1.31522 -3.036 0.170 0.014
P 6.54727 3.54202 -0.00530 0.871 1.306 -0.669
O 7.17770 3.15416 1.29320 -1.032 0.662 -1.822
O 6.22169 5.13440 -0.22812 0.431 -1.193 0.927
C 5.36032 5.59587 -1.28584 -0.419 -1.354 -0.004
O 5.11301 2.89345 -0.33890 1.103 0.691 -0.245
C 4.73547 1.57072 0.10253 0.725 -0.182 -0.216
H 9.17293 4.33625 -0.66412 0.341 -0.436 0.613
H 9.42350 3.69056 -2.21817 -0.751 -0.475 -0.454
H 9.13877 2.46545 -0.89291 1.704 0.504 0.258
H 5.80784 6.40227 -1.86683 0.058 0.058 0.474
H 4.39554 5.82669 -0.83415 0.130 0.513 -0.112
H 5.15941 4.75683 -1.95199 0.048 0.137 -0.285
H 4.63602 0.90789 -0.75704 -0.062 0.137 -0.066
H 3.78025 1.63576 0.62351 0.286 -0.089 0.074
H 5.56406 1.22904 0.72283 -0.454 -0.409 0.323
C -3.19108 5.82173 5.21050 -1.312 1.521 0.859
O -3.22300 5.32456 3.92330 -0.689 -4.236 -2.046
P -3.72798 3.73565 3.74998 0.752 0.665 0.684
O -3.45985 3.21107 2.38374 -0.561 0.755 1.701
O -2.84067 3.07533 4.95529 -1.202 1.501 -2.274
C -2.76722 1.64164 4.97448 -0.375 -0.366 1.034
O -5.31386 3.65916 4.31875 3.974 0.506 0.258
C -6.27606 4.45099 3.66825 -1.117 -0.879 -0.902
H -3.60754 5.21234 6.01256 0.475 -0.609 -0.176
H -3.96678 6.57568 5.07656 0.564 1.150 1.035
H -2.17954 6.16596 5.42588 -0.272 0.219 0.251
H -2.94888 1.14340 4.02219 -0.012 0.186 -0.080
H -3.54684 1.41175 5.70074 0.261 -0.945 -0.106
H -1.77355 1.40897 5.35734 -0.170 -0.211 -0.025
H -6.20369 4.15152 2.62270 -0.657 0.355 -0.242
H -6.26807 5.53836 3.74367 0.811 0.048 0.386
H -7.20025 4.10580 4.13171 -0.226 0.118 -0.435
C 3.22885 -1.37560 -2.14916 -1.266 -2.184 -0.287
O 4.63663 -1.68884 -2.12821 0.758 1.360 -0.498
P 5.61474 -1.38639 -3.36855 0.010 0.974 0.361
O 5.79188 -2.46957 -4.34881 -0.061 0.605 0.624
O 5.12162 0.05070 -4.07120 0.631 -3.240 3.162
C 4.61679 0.07921 -5.38607 0.551 1.455 -0.731
O 7.00557 -1.03480 -2.56884 -2.411 -1.219 -0.265
C 7.38486 0.26208 -2.15219 0.940 0.281 -0.760
H 2.78644 -0.75804 -1.36749 1.100 1.046 -0.292
H 2.72237 -2.28852 -1.83587 0.170 -0.474 -0.257
H 2.88226 -1.22592 -3.17168 -0.021 0.652 0.207
H 5.39624 0.76279 -5.72264 -0.751 0.268 -1.603
H 3.62569 0.53188 -5.35612 0.105 0.115 -0.099
H 4.58180 -0.80916 -6.01670 0.342 -0.419 0.711
H 6.61737 1.02135 -2.00198 -0.282 -0.290 -0.703
H 8.07438 0.42639 -2.98025 0.165 1.636 0.351
H 7.94771 0.28206 -1.21897 0.039 -0.740 0.113
C 3.51169 -1.28884 5.11651 -0.146 0.090 -1.128
O 3.93818 0.09379 4.97499 -1.356 1.642 -0.126
P 2.83025 1.24114 4.60248 0.707 -0.512 -0.351
O 1.88421 0.87912 3.47824 1.606 1.193 2.196
O 2.15680 1.60583 6.02176 -1.097 -0.155 -3.276
C 2.79721 2.30757 7.01520 1.717 -0.272 2.280
O 3.78790 2.56339 4.41146 -1.101 -1.382 -0.115
C 4.53125 2.73496 3.21895 0.616 0.639 -1.504
H 2.86702 -1.49371 4.26180 0.029 -0.391 -0.011
H 2.93452 -1.50640 6.01520 0.335 0.340 0.210
H 4.44185 -1.85167 5.03829 -0.310 -0.150 0.220
H 3.86801 2.10580 6.98741 0.117 -0.512 0.317
H 2.33427 1.89585 7.91201 0.434 0.274 0.341
H 2.82541 3.39275 7.11360 -1.118 0.270 -1.027
H 5.24885 1.95129 2.97601 0.043 -0.107 0.647
H 5.03976 3.69860 3.18870 0.321 -0.128 0.971
H 3.96691 2.86284 2.29522 -1.002 -0.440 0.282
C -4.35289 0.66331 -2.97865 0.425 1.142 1.222
O -4.93513 1.99930 -3.08457 -0.310 -1.137 -2.936
P -4.94995 3.03620 -1.97085 0.395 0.007 3.563
O -3.65605 3.51602 -1.39117 -1.566 -0.128 -1.468
O -5.96463 4.08436 -2.54697 2.072 1.824 1.094
C -7.31607 3.92463 -2.79479 -0.408 -1.825 -1.371
O -5.84499 2.30938 -0.84913 -0.601 1.314 -1.738
C -5.34840 1.46522 0.12335 0.757 -0.471 2.560
H -3.83257 0.78006 -2.02799 0.760 -1.194 -0.293
H -3.70187 0.54602 -3.84497 -0.057 -0.231 0.311
H -5.10504 -0.11757 -2.86645 -0.171 0.278 -0.303
H -7.53000 2.87870 -2.57485 -0.747 0.104 0.218
H -7.35686 4.00173 -3.88129 -0.785 0.309 -0.062
H -8.00140 4.60857 -2.29414 0.482 0.102 0.179
H -5.73466 0.44649 0.09057 0.051 0.063 -0.539
H -5.65748 1.88222 1.08183 -0.220 -0.105 0.203
H -4.26386 1.46749 0.23234 0.078 -0.177 -0.551
```
Positions in Å, forces in eV/Å.


2.
The following is a DFT calculation (ωB97M-V with the def2-TZVPD basis set) of a molecular structure, C5H5NO2.

The charge is 0. The frontier orbital gap is 7.739 eV. The energy relative to the best compared isomer or geometry (same formula, charge and spin) comes out at 143.6 kcal/mol. Its calculated total energy is -398.5496 hartree. Its multiplicity is 1. As for the HOMO energy: -7.779 eV.

```
13
Properties=species:S:1:pos:R:3:forces:R:3
C 0.21156 0.07281 0.25925 0.815 0.433 -1.619
C -0.11409 0.67319 -1.84767 0.403 1.581 -1.005
C -0.88551 -0.48956 -1.76887 2.546 3.906 -1.998
C -0.70872 -0.90204 -0.48792 -2.718 -1.688 10.137
C -1.50248 -1.50324 0.58588 -2.491 -0.349 -1.623
H 1.89844 0.43971 2.80066 -1.239 1.258 -3.162
H 0.20376 1.50662 -2.60783 -1.346 -2.278 0.873
H -1.49790 -0.89638 -2.50514 -0.691 -0.492 -1.118
H -2.73276 -2.06477 0.60617 4.219 1.517 -1.001
H -1.27791 -1.34975 1.69391 0.332 -0.114 -2.090
N 0.68405 -0.05457 1.42219 -1.048 -1.737 -0.685
O 1.57514 0.83256 1.87249 2.050 0.349 3.161
O 0.50153 1.12240 -0.67088 -0.831 -2.387 0.130
```
Positions in Å, forces in eV/Å.


3.
The following is a DFT calculation (ωB97M-V with the def2-TZVPD basis set) of a molecular structure, C5H4N3O4.

The charge is -1. The frontier orbital gap (alpha / beta) is 6.865 / 5.216 eV. The energy relative to the best compared isomer or geometry (same formula, charge and spin) comes out at 89.7 kcal/mol. Its calculated total energy is -657.9899 hartree. Its multiplicity is 1. As for the HOMO energy (alpha / beta): -4.363 / -3.258 eV.

```
16
Properties=species:S:1:pos:R:3:forces:R:3
C -0.72704 1.62587 0.26430 0.113 3.996 0.517
C -1.48517 0.59808 0.61307 -2.362 -0.785 1.790
C 0.26712 1.12801 -0.60309 -0.746 0.503 0.129
C -1.71852 -2.28462 0.01156 -0.382 -0.686 2.992
C 1.36572 1.63775 -1.32692 0.570 1.104 0.258
N -1.09958 -0.53450 0.06302 0.895 -0.555 -1.432
N -0.09904 -0.17319 -0.73945 1.081 -0.741 -0.526
N 2.59405 -0.40553 0.53140 -0.969 2.422 -0.817
O -1.38013 -2.77538 -0.98731 0.695 -0.128 -2.520
O -2.19201 -2.48748 1.09136 -0.411 0.696 -0.127
O 2.13688 -1.50549 0.24068 1.101 -0.398 0.490
O 3.66141 -0.12746 1.05769 -0.102 -1.538 0.007
H -1.10094 2.63295 0.67274 1.609 -1.322 -1.084
H -2.31628 0.74358 1.28737 -0.177 -0.873 -0.065
H 1.50717 2.74353 -1.01119 -0.132 -1.532 -0.195
H 0.58636 -0.81613 -1.16524 -0.784 -0.163 0.584
```
Positions in Å, forces in eV/Å.


4.
The following is a DFT calculation (ωB97M-V with the def2-TZVPD basis set) of a single C4H5NO molecule.

The charge is 0. The frontier orbital gap is 10.220 eV. The energy relative to the best compared isomer or geometry (same formula, charge and spin) comes out at 6.8 kcal/mol. Its calculated total energy is -285.4037 hartree. Its multiplicity is 1. As for the HOMO energy: -9.174 eV. As for the SMILES: Cc1ncco1.

```
11
Properties=species:S:1:pos:R:3:forces:R:3
C 1.85470 0.03031 0.15421 -0.054 -0.100 -0.085
C 0.37624 0.11704 -0.06759 -0.035 0.057 0.336
N -0.39962 1.08745 0.29019 0.191 -0.278 -0.064
C -1.68304 0.60000 0.10432 -0.168 -0.064 -0.089
C -1.61810 -0.65627 -0.38144 -0.134 0.210 0.107
O -0.29654 -0.98799 -0.50431 0.229 0.267 0.163
H 2.03071 -0.19378 1.21684 -0.009 0.067 -0.296
H 2.35477 0.97931 -0.08031 -0.291 -0.284 0.044
H 2.29480 -0.77483 -0.43819 -0.068 0.136 0.031
H -2.55158 1.18922 0.35943 0.077 -0.090 -0.125
H -2.36235 -1.39045 -0.65316 0.262 0.080 -0.022
```
Positions in Å, forces in eV/Å.


5.
The following is a DFT calculation (ωB97M-V with the def2-TZVPD basis set) of 7 unconnected molecules or ions with the total composition C5H24NO7S.

The charge is -1. The frontier orbital gap is 6.115 eV. The energy relative to the best compared isomer or geometry (same formula, charge and spin) comes out at 48.8 kcal/mol. Its calculated total energy is -1184.5077 hartree. Its multiplicity is 1. As for the HOMO energy: -3.228 eV.

```
38
Properties=species:S:1:pos:R:3:forces:R:3
C 0.39343 0.31974 1.84554 1.588 1.289 0.543
N 0.05543 0.54533 0.44307 -0.810 1.022 -0.123
C -0.98590 -0.28669 -0.12211 -2.826 3.337 -1.849
C -0.71909 -0.40639 -1.64512 -0.002 -3.636 1.390
C 0.42574 -1.51489 -1.66146 -1.145 0.601 -1.626
S 1.67794 -1.29206 -2.96184 0.107 -0.397 -0.422
C -2.52122 0.30110 0.05208 2.034 -0.949 3.469
O -2.59814 1.49098 0.83753 0.288 0.622 -1.399
H 0.57112 -0.78415 2.14755 -0.219 1.860 -0.765
H -0.40755 0.73118 2.51655 0.868 -0.356 -0.212
H 1.40290 0.98916 1.92760 -2.177 -1.797 0.608
H -0.21558 1.58072 0.31460 0.613 -2.276 0.398
H -1.10661 -1.18316 0.40047 0.767 -1.700 0.296
H -1.61548 -0.87606 -2.14133 0.765 0.712 0.249
H -0.45771 0.51662 -2.13007 0.236 0.447 -0.088
H -0.11505 -2.51148 -1.58300 0.890 0.959 -0.182
H 1.05040 -1.35328 -0.82580 -0.187 -0.152 1.377
H 0.53497 2.70736 -1.63946 1.032 0.635 1.583
H -3.02869 -0.45591 0.69279 0.047 0.365 -0.454
H -3.03377 0.30639 -0.85246 -0.808 0.537 -1.809
H 1.68239 0.61825 -0.77754 0.150 -0.040 -0.042
H 3.16086 0.78992 -1.19301 1.025 -0.937 -1.052
O 2.44491 1.22640 -0.78412 -0.789 0.806 1.272
H -0.80350 3.85278 1.38428 -0.693 0.106 0.253
H -2.23341 2.27302 0.32881 -0.556 -0.901 1.049
O -1.36961 3.92716 0.59895 2.289 -0.422 -1.158
H -2.20924 -0.46807 3.03644 0.078 -0.821 1.195
H -1.70688 -1.83663 2.96983 0.873 -1.579 -1.000
O -2.02661 -1.25196 3.62607 -0.925 2.343 -0.285
H 0.67578 -2.85019 1.16234 -1.317 -0.982 0.233
H -0.36522 -4.01997 1.48539 0.242 -2.291 0.107
O -0.27331 -3.10823 1.39490 1.073 3.099 -0.255
H 2.13294 -1.34598 0.87922 0.541 -1.443 0.383
H 2.80780 -2.28846 -0.06367 -0.438 -0.504 0.972
O 2.45846 -2.29778 0.87251 -0.058 2.046 -1.414
H 1.54561 2.66943 -0.34736 -1.418 0.758 -1.790
H -0.59229 3.71404 -0.06431 -1.520 0.615 0.867
O 0.80598 3.21378 -0.81503 0.383 -0.976 -0.317
```
Positions in Å, forces in eV/Å.


> Which of these has the lowest calculated total energy?

C24H72F6KN3O44P8S6


> What is the formula in the second record?

C5H5NO2


> Which of these has the lowest calculated total energy?

C24H72F6KN3O44P8S6


> What is the multiplicity in the third record?

1